The following is a quantum chemistry calculation of a 13-piece molecular cluster, C78H167N9O26 overall in a non-equilibrium geometry, from OMol25.

CARTESIAN COORDINATES (ANGSTROEM)
1 C -0.90 -5.50 6.22
2 C 0.52 -5.11 5.85
3 O 0.28 -4.56 4.59
4 C -1.04 -4.66 4.18
5 O -1.59 -4.28 3.15
6 O -1.74 -5.24 5.12
7 H -1.19 -4.93 7.10
8 H -1.06 -6.57 6.39
9 H 1.06 -6.05 5.95
10 H 0.83 -4.43 6.64
11 C 4.57 -1.88 7.30
12 C 3.12 -1.46 7.43
13 O 2.55 -1.93 6.21
14 C 3.33 -2.92 5.69
15 O 3.07 -3.71 4.83
16 O 4.43 -3.07 6.51
17 H 4.93 -2.02 8.32
18 H 5.22 -1.20 6.75
19 H 3.06 -0.38 7.58
20 H 2.64 -1.96 8.27
21 C 1.53 -5.72 1.32
22 C 0.77 -4.76 0.49
23 O -0.11 -5.54 -0.31
24 C 0.34 -6.81 -0.32
25 O -0.06 -7.68 -1.16
26 O 1.39 -6.88 0.56
27 H 1.09 -5.83 2.31
28 H 2.58 -5.43 1.29
29 H 1.47 -4.15 -0.08
30 H 0.21 -4.11 1.16
31 C 5.48 2.96 0.72
32 C 4.52 4.10 0.80
33 O 5.13 4.91 1.82
34 C 6.01 4.15 2.55
35 O 6.64 4.55 3.62
36 O 6.16 2.95 2.00
37 H 6.17 3.03 -0.11
38 H 4.89 2.07 0.50
39 H 3.53 3.75 1.07
40 H 4.26 4.72 -0.06
41 C -6.92 0.89 1.99
42 C -6.08 0.70 3.33
43 C -5.12 -0.48 3.22
44 C -3.99 -0.51 4.23
45 C -3.26 0.85 4.17
46 C -4.22 2.08 4.29
47 N -5.41 2.00 3.41
48 O -6.34 3.00 3.83
49 C -4.41 2.38 5.79
50 C -3.49 3.32 3.76
51 C -6.99 0.29 4.58
52 H -6.27 1.12 1.15
53 H -7.66 1.69 2.00
54 H -7.60 0.05 1.89
55 H -5.67 -1.34 3.61
56 H -4.77 -0.63 2.20
57 H -3.26 -1.30 4.06
58 H -4.32 -0.73 5.25
59 H -2.75 0.91 3.21
60 H -2.38 0.82 4.81
61 H -4.31 3.46 5.91
62 H -5.28 1.83 6.13
63 H -3.62 2.08 6.49
64 H -3.21 3.30 2.70
65 H -4.11 4.21 3.81
66 H -2.47 3.32 4.15
67 H -7.61 -0.60 4.49
68 H -7.67 0.98 5.08
69 H -6.42 0.05 5.48
70 H -6.09 3.75 3.29
71 C 1.50 -0.11 11.07
72 C 0.28 0.12 10.15
73 C 0.74 1.19 9.13
74 C -0.32 1.67 8.20
75 C -0.88 0.48 7.41
76 C -1.14 -0.86 8.32
77 N -0.05 -1.05 9.33
78 O -0.33 -2.12 10.10
79 C -2.60 -0.77 8.72
80 C -1.00 -2.10 7.30
81 C -0.89 0.69 10.91
82 H 2.47 -0.20 10.59
83 H 1.36 -1.03 11.63
84 H 1.61 0.72 11.76
85 H 1.07 2.06 9.70
86 H 1.68 0.88 8.69
87 H 0.19 2.30 7.47
88 H -1.03 2.39 8.60
89 H -0.11 0.24 6.68
90 H -1.74 0.90 6.88
91 H -3.33 -1.43 8.27
92 H -2.51 -1.10 9.75
93 H -3.04 0.23 8.79
94 H -1.71 -1.99 6.47
95 H -0.02 -2.03 6.82
96 H -1.21 -2.98 7.90
97 H -1.68 1.23 10.39
98 H -0.64 1.40 11.70
99 H -1.41 -0.10 11.44
100 H 0.39 -2.64 9.73
101 C 2.15 -0.13 2.01
102 C 0.69 0.02 2.37
103 C 0.60 1.42 3.04
104 C 0.75 2.57 1.98
105 C -0.32 2.34 0.92
106 C -0.48 0.81 0.32
107 N -0.31 -0.24 1.27
108 O -0.48 -1.65 0.88
109 C -1.84 0.55 -0.46
110 C 0.69 0.66 -0.72
111 C 0.28 -0.92 3.46
112 H 2.77 -0.05 2.90
113 H 2.52 0.52 1.22
114 H 2.40 -1.09 1.55
115 H -0.39 1.55 3.47
116 H 1.26 1.52 3.90
117 H 1.70 2.45 1.45
118 H 0.77 3.57 2.41
119 H 0.08 3.03 0.18
120 H -1.20 2.88 1.27
121 H -2.09 1.15 -1.34
122 H -1.83 -0.39 -1.00
123 H -2.59 0.57 0.32
124 H 0.39 0.67 -1.77
125 H 1.37 1.51 -0.66
126 H 1.21 -0.29 -0.60
127 H 0.63 -0.68 4.46
128 H 0.65 -1.93 3.26
129 H -0.78 -1.04 3.71
130 H -1.27 -1.99 1.30
131 C 2.46 -3.37 -5.48
132 C 0.93 -3.83 -5.60
133 C 0.61 -5.05 -4.68
134 C -0.80 -5.36 -4.12
135 C -1.34 -4.07 -3.56
136 C -1.40 -2.91 -4.69
137 N 0.02 -2.74 -5.15
138 O 0.16 -1.63 -6.08
139 C -2.39 -3.25 -5.74
140 C -1.66 -1.61 -3.91
141 C 0.87 -4.26 -7.12
142 H 3.03 -3.27 -6.40
143 H 3.09 -3.89 -4.75
144 H 2.64 -2.44 -4.94
145 H 0.67 -5.99 -5.22
146 H 1.39 -5.21 -3.93
147 H -0.57 -6.15 -3.40
148 H -1.51 -5.73 -4.86
149 H -0.93 -3.71 -2.62
150 H -2.29 -4.49 -3.24
151 H -2.54 -2.55 -6.56
152 H -2.20 -4.23 -6.16
153 H -3.38 -3.22 -5.28
154 H -2.61 -1.74 -3.39
155 H -1.00 -1.38 -3.06
156 H -1.61 -0.72 -4.54
157 H -0.13 -4.48 -7.51
158 H 1.49 -5.15 -7.23
159 H 1.21 -3.42 -7.72
160 H 0.94 -1.17 -5.75
161 C -2.76 11.03 -5.37
162 O -2.56 11.36 -4.07
163 C -1.23 11.85 -3.91
164 C -0.76 11.42 -2.48
165 N -0.59 9.89 -2.43
166 C 0.31 9.52 -1.26
167 C 0.74 7.99 -1.11
168 O -0.26 7.15 -0.43
169 C -0.75 5.93 -1.15
170 H -2.46 11.85 -6.02
171 H -3.80 10.85 -5.62
172 H -2.17 10.20 -5.75
173 H -1.21 12.94 -3.85
174 H -0.53 11.34 -4.57
175 H -1.45 11.72 -1.68
176 H 0.11 12.04 -2.26
177 H -1.48 9.51 -2.14
178 H -0.27 9.91 -0.42
179 H 1.18 10.15 -1.44
180 H 1.49 8.02 -0.32
181 H 1.26 7.55 -1.96
182 H -1.09 6.16 -2.16
183 H -1.55 5.52 -0.54
184 H -0.01 5.14 -1.25
185 C 7.63 4.45 -8.73
186 O 6.37 3.99 -8.35
187 C 6.15 3.48 -7.07
188 C 4.65 3.25 -6.97
189 N 4.18 3.13 -5.58
190 C 4.74 1.86 -5.01
191 C 4.02 0.57 -5.54
192 O 2.67 0.73 -6.11
193 C 1.82 0.97 -5.07
194 H 7.58 4.62 -9.81
195 H 8.24 3.59 -8.47
196 H 7.86 5.28 -8.06
197 H 6.61 4.01 -6.24
198 H 6.63 2.50 -7.19
199 H 4.30 2.45 -7.62
200 H 4.19 4.17 -7.34
201 H 3.17 3.11 -5.52
202 H 4.60 1.73 -3.94
203 H 5.83 1.77 -5.10
204 H 4.01 -0.19 -4.76
205 H 4.72 0.14 -6.25
206 H 0.87 1.14 -5.57
207 H 2.16 1.86 -4.54
208 H 1.62 0.11 -4.44
209 C 5.67 -1.59 1.20
210 O 6.74 -2.39 0.67
211 C 6.97 -2.01 -0.67
212 C 7.90 -3.15 -1.13
213 N 7.56 -4.57 -0.85
214 C 6.41 -5.05 -1.69
215 C 6.84 -5.50 -3.10
216 O 7.47 -6.83 -2.91
217 C 7.89 -7.28 -4.22
218 H 5.34 -2.16 2.07
219 H 4.80 -1.63 0.54
220 H 6.07 -0.59 1.39
221 H 7.52 -1.08 -0.82
222 H 6.10 -2.01 -1.33
223 H 8.91 -2.92 -0.79
224 H 8.05 -3.09 -2.21
225 H 7.27 -4.71 0.11
226 H 5.81 -4.14 -1.70
227 H 5.83 -5.87 -1.25
228 H 7.49 -4.79 -3.63
229 H 5.88 -5.68 -3.57
230 H 8.66 -6.63 -4.64
231 H 6.96 -7.36 -4.79
232 H 8.17 -8.33 -4.15
233 C -3.90 3.70 -4.24
234 O -3.16 2.62 -4.65
235 C -1.78 2.75 -4.27
236 C -0.94 3.67 -5.15
237 N -0.55 3.29 -6.49
238 C -0.15 4.24 -7.47
239 C 0.36 3.49 -8.70
240 O -0.84 3.18 -9.37
241 C -0.85 2.67 -10.67
242 H -4.97 3.46 -4.25
243 H -3.86 4.47 -5.01
244 H -3.75 4.06 -3.23
245 H -1.38 1.75 -4.43
246 H -1.67 3.11 -3.24
247 H -0.04 3.90 -4.57
248 H -1.49 4.60 -5.33
249 H -1.15 2.66 -7.00
250 H 0.68 4.69 -6.91
251 H -0.89 5.02 -7.62
252 H 1.04 2.65 -8.58
253 H 0.93 4.22 -9.27
254 H -1.83 2.58 -11.16
255 H -0.42 1.67 -10.75
256 H -0.20 3.21 -11.36
257 C -9.08 -6.60 -2.38
258 O -8.15 -5.82 -1.65
259 C -8.10 -6.02 -0.19
260 C -6.84 -6.64 0.26
261 N -5.68 -5.96 -0.26
262 C -5.00 -5.21 0.79
263 C -4.27 -4.17 0.00
264 O -5.05 -3.06 -0.52
265 C -5.93 -2.31 0.30
266 H -10.03 -6.11 -2.57
267 H -9.47 -7.56 -2.04
268 H -8.60 -6.83 -3.33
269 H -9.02 -6.45 0.21
270 H -8.01 -5.01 0.20
271 H -6.83 -7.65 -0.14
272 H -6.94 -6.66 1.35
273 H -6.18 -5.31 -0.85
274 H -4.25 -5.74 1.36
275 H -5.65 -4.79 1.56
276 H -3.49 -4.58 -0.63
277 H -3.77 -3.50 0.70
278 H -6.89 -2.82 0.19
279 H -5.93 -1.24 0.10
280 H -5.69 -2.24 1.36

## Properties
Expectation value of S²: 0.75
Multiplicity: 2
Charge: +1
Largest force on an atom in eV/Å: 7.3
E in eV: -150207.6507
LUMO energy (alpha / beta) in eV: -2.392 / -6.528
Kohn-Sham gap (alpha / beta) in eV: 7.1925 / 3.0559